Record 1
Entry from the OMol25 dataset: a cluster of 4 separate species, C3H11N2O3 in total in a non-equilibrium geometry (ωB97M-V with the def2-TZVPD basis set).

charge = +1
lowest unoccupied orbital energy = -2.961 eV
gap between HOMO and LUMO = 10.3 eV

Geometry (Å):
1 C -0.7733 0.7964 1.2293
2 H 1.3173 -1.0976 3.3161
3 C -1.2437 1.8596 0.3952
4 H -1.7374 1.7676 -1.8509
5 C -0.6379 0.1084 -0.9426
6 H -0.1735 -2.7594 -0.4542
7 H -0.5995 0.8653 2.3476
8 O 0.1410 -2.3793 -1.2458
9 N -0.5495 -0.2512 0.3877
10 N -1.2395 1.4289 -0.9187
11 H 0.0054 -1.0937 0.7120
12 H -1.6217 2.9192 0.7335
13 O 1.1880 -1.6862 2.4830
14 H 2.3059 0.4358 -1.4924
15 H -0.3827 -0.4385 -1.8563
16 O 1.8739 1.3298 -1.3456
17 H 0.3860 -2.9855 -2.0035
18 H 2.5387 1.9152 -1.7009
19 H 0.7897 -2.4737 2.7420

Record 2
Entry from the OMol25 dataset: a structure of composition C52H41N7O7S4SnTe (ωB97M-V with the def2-TZVPD basis set).

charge = -2
lowest unoccupied orbital energy = 3.778 eV
gap between HOMO and LUMO = 6.1 eV

Geometry (Å):
1 C -3.1699 7.3176 -3.1845
2 C -5.0709 6.6081 -1.8718
3 C -5.0426 2.1760 -0.2984
4 C 6.6464 -0.3349 1.4403
5 C 2.1251 1.7445 3.6427
6 C -4.5519 -2.4372 3.7916
7 O -3.3017 -5.5488 0.0969
8 H 3.2350 0.7660 -3.0400
9 H -2.8789 4.0712 -2.2489
10 H 4.2971 -1.5306 -3.4450
11 S -6.7736 2.5661 -0.1599
12 C 2.1617 0.3687 -0.5918
13 N -5.2144 4.2506 -1.1303
14 C 0.7361 3.5408 2.0591
15 C 4.8263 -6.8046 3.4879
16 C -4.6339 -1.4057 -4.7866
17 H -3.0422 0.9233 4.1575
18 C -3.3099 -4.0023 1.9615
19 C -2.7070 -0.7601 3.4285
20 C -2.6206 6.0492 -3.0471
21 H -6.1076 -2.6716 -3.8472
22 C 3.3530 -5.1237 4.3686
23 C 2.9305 2.7406 -0.3118
24 H -0.5712 0.6171 -2.2619
25 H -3.9340 -4.9071 -0.2609
26 H -4.8167 8.5802 -2.6436
27 C 3.8571 2.8250 -2.9259
28 C -0.3513 2.2560 -0.8723
29 O -1.3879 -5.1754 1.1795
30 H 0.4466 2.9167 -0.5366
31 C -4.1801 -2.9654 -3.0001
32 C 3.3023 -2.0217 2.1711
33 H -4.5251 -3.6923 -2.2748
34 C 4.6372 -1.6677 2.2264
35 C -3.3642 -2.0781 3.1564
36 N 0.0318 -1.5951 -3.4060
37 N 3.5003 -1.4191 -4.0489
38 C -2.7982 -2.5985 -2.9405
39 H 4.3709 4.8702 -2.5193
40 H -0.7823 -0.6991 -5.0282
41 S -4.4436 0.6880 0.2159
42 H 0.8865 1.5750 -2.4880
43 C -0.9890 -1.2711 -4.1192
44 C -2.5428 -4.9203 1.0389
45 C -5.0612 -2.3848 -3.8724
46 H -1.0726 2.8214 -1.4614
47 O 1.7914 -2.8787 3.7998
48 S 2.4068 -2.7576 -2.0387
49 C -6.5343 4.1275 -0.8567
50 C 0.2351 1.1248 -1.7335
51 S -7.8160 5.1784 -1.1168
52 C 4.3480 -4.8262 2.2046
53 O -2.0209 -3.1284 -2.0799
54 C 2.9755 -0.4171 0.3561
55 C 3.9971 -6.3424 4.5037
56 C 4.3309 -0.1054 0.4708
57 H -6.0550 -3.9645 3.9253
58 C -4.5461 5.3215 -1.7870
59 C 1.0360 1.3115 2.8934
60 H 4.4555 -4.2488 1.2954
61 H -2.9479 -0.3163 -5.4972
62 C -4.3850 7.5886 -2.5776
63 C -2.3677 -1.6354 -3.9111
64 Te -1.3716 1.5925 0.9300
65 H 3.5540 4.7839 -0.1794
66 H 2.1343 5.0129 2.7552
67 C 2.5263 3.0727 3.5976
68 C 2.7753 -3.0447 3.1124
69 C 4.9950 -6.0476 2.3378
70 H 3.3746 3.4075 4.1835
71 H 4.2112 2.8569 -3.9493
72 C 2.2873 -1.7144 -3.4332
73 C 3.3014 1.6564 -2.4238
74 H 7.2028 -1.0378 2.0628
75 O -3.5052 0.0727 4.1428
76 H 6.7874 0.6670 1.8565
77 H -5.3334 -0.9275 -5.4603
78 C 3.5341 -4.3494 3.2267
79 O 1.2360 -1.8732 1.0638
80 H -2.6571 8.0813 -3.7567
81 Sn 0.0481 -2.1530 -0.9271
82 H 3.4841 -0.5904 -4.6229
83 C -5.1335 -3.6453 3.4553
84 H 5.6261 -6.4119 1.5366
85 C -4.5159 -4.4397 2.5004
86 C 0.3305 2.2049 2.0898
87 C 2.4175 -1.4511 1.1941
88 H 0.7437 0.2685 2.9116
89 H 5.3319 -7.7575 3.5896
90 C 1.8300 3.9728 2.7977
91 H 2.6706 1.0321 4.2511
92 H 4.7491 0.6475 -0.1891
93 H -6.0092 6.8432 -1.4002
94 H -1.6534 5.8241 -3.4796
95 N 0.9488 0.1264 -0.9324
96 H 7.0973 -0.3400 0.4451
97 O -1.6268 -0.4433 3.0342
98 C 2.8281 1.6109 -1.1176
99 N 1.2382 -1.2110 -3.9835
100 N -2.7398 -2.8572 2.2914
101 C 3.9453 3.9556 -2.1243
102 C -3.2964 5.0593 -2.3564
103 N -4.3901 3.1691 -0.8280
104 C -3.3034 -1.0642 -4.7931
105 H 5.2746 -2.1312 2.9761
106 H 0.1897 4.2454 1.4407
107 H 2.6917 -4.7512 5.1405
108 H -4.9261 -5.3946 2.2012
109 C 3.4862 3.9087 -0.8141
110 H -4.9997 -1.7697 4.5115
111 H 3.8474 -6.9385 5.3959
112 C 5.1864 -0.7130 1.3766
113 H 2.5747 2.6966 0.7126

Record 3
Entry from the OMol25 dataset: a cluster of 2 separate species, C5H16N3 in total in a non-equilibrium geometry (ωB97M-V with the def2-TZVPD basis set).

charge = +1
lowest unoccupied orbital energy = -3.042 eV
gap between HOMO and LUMO = 11.6 eV

Geometry (Å):
1 N 1.4060 0.1985 -0.5124
2 H -2.3738 0.9507 -0.4353
3 H 0.4237 -1.8407 -1.7914
4 H -0.1593 -2.5982 -0.3687
5 H 1.6531 2.2537 -1.8516
6 H -3.2963 0.9898 0.9746
7 C -2.5052 0.3916 0.5195
8 N 0.2793 -1.8036 -0.7934
9 H -2.8719 -1.6841 1.1149
10 C -2.8047 -1.0591 0.2397
11 H 1.6242 0.1367 -1.4893
12 H -3.7950 -1.2403 -0.2029
13 H 1.5536 3.4941 -0.6271
14 H -1.5353 0.4847 0.9988
15 H 2.5191 1.8162 0.4078
16 C 1.1038 2.5680 -0.9620
17 N 0.7434 -0.9881 1.3360
18 H 0.1769 -1.7401 1.6958
19 C 0.8399 -0.8932 -0.0061
20 H 0.0603 2.6295 -1.2398
21 H 1.5604 -0.7149 1.8669
22 H 0.8490 1.5821 0.9831
23 C 1.5123 1.5155 0.1324
24 H -2.1475 -1.4571 -0.5271

Record 4
Entry from the OMol25 dataset: a structure of composition C33H75N9O21S3 in a non-equilibrium geometry (ωB97M-V with the def2-TZVPD basis set).

charge = 0
lowest unoccupied orbital energy = 0.133 eV
gap between HOMO and LUMO = 8.9 eV

Geometry (Å):
1 H 2.9770 5.1259 -0.3227
2 H -3.6075 -4.6904 -1.5802
3 C 3.1229 -3.3134 5.8159
4 H 1.0528 -3.2497 -0.5267
5 C 2.6449 2.7277 3.8033
6 H -7.5668 -0.0372 -0.7561
7 H -2.7456 -0.8623 -0.0684
8 N 2.4367 -2.1539 5.6922
9 H 0.1443 0.5460 -6.4104
10 S 4.3143 0.2685 -2.0544
11 H 1.1838 -2.7800 4.1297
12 H -2.0077 3.3316 -2.0284
13 C -6.0272 -4.6476 2.8378
14 H -2.3258 -3.1163 1.9571
15 H 5.2339 6.4594 -4.8117
16 H 4.9748 -3.0535 0.6295
17 H 1.7724 0.4863 -5.7788
18 O 4.7949 -5.6607 0.3806
19 H -4.8988 5.9913 -1.8562
20 N 2.5414 3.0748 5.1138
21 N 4.1645 5.5169 -3.3304
22 O -1.7350 -5.7353 0.2926
23 H -5.9816 -5.2820 3.7212
24 H 3.3422 -3.4072 -0.0538
25 H 0.5670 -3.6470 1.0247
26 O -2.8618 0.2342 -5.2213
27 H 2.2997 5.1021 4.8302
28 S -3.1528 -0.9047 -6.3051
29 H -4.5583 3.8292 -3.3965
30 H -3.4084 -3.1312 -0.6956
31 H 4.3284 -7.1959 2.9891
32 H 2.1638 -1.2189 3.8747
33 C 5.2931 1.2883 -0.0386
34 H 0.3729 4.5594 -3.2427
35 H 0.8185 -4.9902 -0.0900
36 N -4.5874 -0.1775 0.5537
37 H 3.4696 6.5603 -5.0378
38 H -4.7289 -0.7712 1.3585
39 C 3.3863 -6.7677 2.6474
40 N 0.7316 2.2776 -5.3473
41 O 3.0758 1.6293 3.4869
42 C -4.6411 5.2149 -1.1409
43 S 0.3614 -0.2333 1.2200
44 H -7.2024 -0.0495 0.9505
45 H 3.4954 -2.9234 1.6265
46 O 2.2838 6.3818 -2.4445
47 O 3.0532 0.3213 -2.6861
48 H 2.7826 -4.6409 7.4501
49 H 0.4022 0.2426 -4.7348
50 N 3.5241 -5.3767 2.2616
51 C 2.4489 4.4191 5.6578
52 H -0.9370 4.7697 -4.3103
53 H -3.6362 -4.8912 3.7607
54 H -2.6463 -2.2198 3.3617
55 H -4.4753 2.2839 -2.4886
56 H -4.7908 5.5795 -0.1278
57 H 5.1047 2.0976 0.6569
58 C 4.2788 6.5875 -4.3111
59 O 3.2924 -4.0381 4.8447
60 O 5.4879 0.0005 -2.8040
61 O 0.1452 1.3370 1.1404
62 O 4.5178 1.5945 -1.2163
63 H -1.6765 -3.6723 3.5775
64 H -5.3144 4.3614 -1.2451
65 H 3.8518 0.1204 1.0638
66 C -2.5097 -3.2538 3.0262
67 H 3.2005 -3.0142 7.9351
68 N -3.6925 -4.0649 3.1934
69 C 3.1892 5.5750 -2.3755
70 C -4.8575 -3.7259 2.6211
71 O -4.5177 -0.9150 -6.6561
72 O 1.7102 -0.6144 1.0611
73 H 1.4609 2.7985 -5.8012
74 H 2.3327 -1.5633 6.4982
75 C -0.0095 2.8588 -4.3929
76 C 0.1539 1.8088 -0.2234
77 N -2.9597 3.6656 -2.0408
78 C 0.4260 -3.9840 -0.0148
79 H -0.8329 0.6557 -1.7407
80 H 2.7224 3.7748 -1.4820
81 O -5.2709 0.2583 -1.5502
82 H 2.5797 -6.8198 3.3726
83 C 0.0759 4.3660 -4.2757
84 H -6.9533 -4.0813 2.8208
85 C 3.3533 4.6227 -1.2073
86 C -2.8522 -0.3240 -3.8804
87 H -1.1370 -2.8939 -0.9106
88 H 5.4322 -0.6226 0.9611
89 H -1.7890 -0.3590 -3.6296
90 H -0.6847 2.4977 -0.3077
91 H -3.4260 0.3128 -3.2169
92 C 2.3621 3.7720 2.7424
93 C 1.5982 -1.8701 4.5495
94 C 4.1220 -4.9537 1.1187
95 C -5.5274 -0.1148 -0.4108
96 C -6.9277 -0.4988 -0.0037
97 H -4.4352 -1.8055 -3.9976
98 H 1.0686 2.3771 -0.3921
99 H -3.0351 -2.4302 -3.2523
100 H 0.7471 -1.2121 4.7468
101 H -6.0577 -5.3239 1.9759
102 O 4.2706 -0.7149 -0.8004
103 H 4.2119 7.5527 -3.8050
104 H 6.3469 1.1573 -0.2865
105 C -3.2184 4.7022 -1.2051
106 C -1.9331 -4.6437 -0.2091
107 O -0.3498 -0.6321 2.3654
108 H 2.9599 4.6651 2.8961
109 O -2.1463 -0.8523 -7.2910
110 C 0.7673 0.8484 -5.5616
111 H 3.0622 -7.3190 1.7643
112 C -3.8995 3.0703 -2.9821
113 C 3.9907 -3.4678 0.8186
114 H -3.1119 0.8554 -0.4772
115 N -0.9377 -3.7573 -0.4376
116 H 1.5299 4.5478 6.2464
117 C 3.4292 -3.8012 7.2144
118 O -0.7736 2.2105 -3.6808
119 C -3.3151 -4.2220 -0.6395
120 C -3.3403 -1.7556 -4.0492
121 H 3.2591 4.6307 6.3512
122 H 3.5191 -4.6641 2.9807
123 H 4.4800 -4.0782 7.2361
124 H 4.3868 4.3072 -1.1003
125 O -2.8334 -2.1260 -5.3252
126 H -2.6900 0.4080 1.1816
127 C 4.6915 -0.0610 0.3943
128 H 5.0348 5.0883 -3.0664
129 H 0.6812 4.8114 -5.0577
130 O -2.3911 5.0506 -0.3668
131 H 2.6159 3.3140 1.7890
132 H -7.0862 -1.5732 0.0224
133 C -3.1911 0.0728 0.2758
134 H 2.7654 2.3151 5.7363
135 O -0.3633 -0.4967 -0.1718
136 H 1.2844 3.9434 2.6876
137 O -4.9694 -2.7041 1.9525
138 H -3.3249 2.6563 -3.8090
139 H 0.8734 0.2426 -1.6836
140 C 0.0259 0.5543 -1.0782
141 H -4.0942 -4.5153 0.0624

Record 5
Entry from the OMol25 dataset: a structure of composition C26H32IN5O8ReSSi in a non-equilibrium geometry (ωB97M-V with the def2-TZVPD basis set).

charge = 0
lowest unoccupied orbital energy (alpha / beta) = -0.450 / -2.023 eV
gap between HOMO and LUMO (alpha / beta) = 7.4 / 5.8 eV
2S+1 = 4

Geometry (Å):
1 C 1.5231 2.4242 0.5366
2 H -3.1258 2.1673 1.3328
3 H 1.6577 -1.8156 -2.7318
4 H 2.6238 0.6586 -3.3363
5 Re 1.1473 -0.6086 0.0133
6 H -0.4296 3.0291 -1.5562
7 C -1.1962 -0.9911 -1.7333
8 H -2.2027 0.3403 5.0754
9 O -2.3803 3.2604 4.9332
10 C -1.9201 0.3747 1.2176
11 H 1.7141 4.3379 1.5359
12 C -2.7158 1.3616 3.2612
13 C -3.5033 -1.3610 -2.2713
14 C 2.6955 1.2005 2.2560
15 C -1.2855 -0.6024 1.9592
16 H 0.6928 0.5558 2.9964
17 C -3.4056 -2.6437 -1.7631
18 C 1.1757 1.3349 2.4237
19 H 0.0630 3.9170 1.0668
20 H -0.2748 2.7921 3.1023
21 S -3.4818 2.7366 4.1396
22 H 1.3837 3.1296 3.6077
23 H 0.1838 -2.0222 1.9811
24 H 1.9279 1.9596 -4.3164
25 N 1.9449 -2.5572 -2.1115
26 O 4.1332 -0.6311 2.7654
27 C -2.4039 -0.5251 -2.2580
28 H 3.2327 1.6628 3.0759
29 C 3.1211 -0.2617 2.2418
30 H 2.3646 2.2474 -2.6371
31 C 2.4568 -3.7587 -2.3828
32 I 3.4106 -6.2928 -0.8871
33 H -4.4470 -0.9997 -2.6631
34 O 0.7301 1.2598 0.9991
35 N -0.3650 -1.5302 1.2816
36 N -0.0219 -0.1883 -1.6455
37 H -0.8533 -2.2193 0.7066
38 C 3.5554 1.1918 -0.2305
39 H -0.2614 -0.7617 -4.6068
40 C -2.6468 1.3583 1.8739
41 H -0.5562 3.3668 -3.2895
42 N -1.1212 -2.2285 -1.2148
43 C 1.9365 1.5065 -3.3178
44 H -1.8030 0.3997 0.1377
45 O 2.2438 -1.0996 1.6534
46 O 4.6201 1.4808 -0.6989
47 C -0.4815 0.3108 -4.5266
48 H -0.9043 -1.4450 3.9003
49 H 1.3543 2.5793 -0.5204
50 H -1.8290 2.4688 -2.4572
51 H -2.3320 -5.1901 -1.3016
52 C -2.1218 0.3318 3.9937
53 C 2.6634 -4.3996 -1.1747
54 H -1.5619 0.4277 -4.6412
55 C 2.9437 1.9854 0.9089
56 N 1.8104 -2.3834 -0.7897
57 C 1.0005 3.5198 1.4536
58 H 2.6371 -4.0872 -3.3950
59 O 2.7979 0.1998 -0.7468
60 H -2.6351 -4.5030 0.2878
61 H 3.5985 2.8342 1.0616
62 C 2.2519 -3.4954 -0.1992
63 H -0.9751 -4.5723 -0.3452
64 C -1.4107 -0.6612 3.3386
65 H -2.4936 0.4889 -2.6195
66 H -0.0011 0.8137 -5.3727
67 C -0.7475 2.6104 -2.5171
68 O -4.5385 2.1213 4.9190
69 C 0.7687 2.7556 2.7907
70 C -2.1904 -3.0388 -1.2275
71 O -3.9339 3.6271 3.0847
72 H 2.2897 -3.5782 0.8771
73 H -4.2537 -3.3164 -1.7571
74 Si 0.1761 1.0456 -2.9367
75 C -2.0195 -4.4053 -0.6103

Results for energy above the lowest of the compared OMol25 structures with the same formula, charge and spin: 2.390; 0.754; 0.662; 0.000; 0.000 (in eV, following the order of the records).